No. 1
Below is an isolated molecule of C4H8O2, with properties calculated with ωB97M-V with the def2-TZVPD basis set.

XYZ file:
```
14
Properties=species:S:1:pos:R:3:forces:R:3:mulliken_charge:R:1
C -2.1209 -0.3566 -0.3786 -0.0244 -0.0262 -0.0559 -1.129
C -1.2689 0.4872 0.5415 -0.3386 0.0177 0.0642 -0.146
C 0.9321 1.1940 0.6839 0.1813 -0.4404 -0.2168 -0.339
O 0.1058 0.2769 0.1867 0.2233 0.2825 0.2159 -0.123
O 2.1678 0.8259 0.4190 -0.1671 0.2838 0.1452 -0.069
C 2.4561 -0.3940 -0.2883 0.0684 -0.2339 -0.1446 -0.569
H -3.1743 -0.2673 -0.0959 0.1400 -0.0074 -0.0619 0.376
H -2.0057 -0.0333 -1.4178 -0.0409 -0.0482 0.1423 0.295
H -1.8316 -1.4102 -0.3105 -0.0643 0.1457 -0.0040 0.300
H -1.4918 1.5540 0.4605 0.0164 -0.1360 -0.0020 0.341
H -1.3945 0.1866 1.5860 -0.0072 0.0442 -0.1238 0.288
H 3.5313 -0.5390 -0.1901 -0.1332 0.0349 -0.0401 0.270
H 1.9144 -1.2380 0.1436 0.1134 0.1315 -0.0492 0.253
H 2.1801 -0.2865 -1.3399 0.0328 -0.0482 0.1308 0.253
```
Positions in Å, forces in eV/Å.

The value obtained for the HOMO energy is -9.02 eV.


No. 2
Below is a 2-piece molecular cluster, C4H8O2 overall, with properties calculated with ωB97M-V with the def2-TZVPD basis set.

XYZ file:
```
14
Properties=species:S:1:pos:R:3:forces:R:3:mulliken_charge:R:1
C 0.1455 -1.1990 -1.5794 0.0867 -0.0493 -0.1185 -0.506
O 1.1247 -0.5341 -1.0241 -0.0955 -0.0148 0.1329 -0.225
C 0.9911 0.7568 -0.7538 0.0971 0.1189 -0.1653 -0.589
C -0.8256 0.5181 0.4951 -0.2533 0.1198 0.1444 0.715
O -1.5622 1.4801 0.3669 0.2650 -0.2852 0.0174 -0.586
C -0.3661 0.0324 1.8588 -0.0022 0.0003 0.0714 -1.014
H 0.2999 -2.2689 -1.6063 -0.0261 0.1022 -0.0200 0.273
H -0.8168 -0.3269 -0.3152 0.0185 0.0916 0.0064 0.022
H -0.4758 -0.6973 -2.3181 0.0459 -0.0287 0.1490 0.323
H 1.8614 1.1758 -0.2636 -0.0837 -0.0682 -0.0190 0.333
H 0.4413 1.3606 -1.4703 -0.0369 -0.0638 0.0962 0.336
H -0.3511 0.8698 2.5641 0.0557 -0.1368 -0.1709 0.313
H 0.6120 -0.4550 1.8111 -0.0923 0.0925 -0.0176 0.302
H -1.0785 -0.7125 2.2349 0.0212 0.1216 -0.1063 0.301
```
Positions in Å, forces in eV/Å.

The value obtained for the HOMO energy (alpha / beta) is -8.12 / -8.13 eV.


No. 3
Below is an isolated molecule of C4H8O2, with properties calculated with ωB97M-V with the def2-TZVPD basis set.

XYZ file:
```
14
Properties=species:S:1:pos:R:3:forces:R:3:mulliken_charge:R:1
C -2.3280 0.3710 -0.2217 -0.2987 0.1349 0.0235 -0.679
O -1.1219 -0.2766 -0.5292 0.0665 -0.0357 -0.1071 -0.311
C -0.1441 -0.0808 0.4562 0.1744 0.0709 0.1398 -0.497
C 1.1374 -0.7265 0.0004 -0.1317 -0.1026 -0.1545 0.201
C 2.3049 0.0715 -0.3650 0.0872 0.1824 -0.2683 -0.463
O 2.2047 -0.5411 0.9144 0.1253 -0.0543 0.1764 -0.437
H -2.7634 0.0025 0.7208 0.1012 0.0217 -0.1375 0.288
H -2.1860 1.4594 -0.1344 -0.0223 -0.1444 -0.0198 0.290
H -3.0217 0.1644 -1.0392 0.0587 0.0537 0.1289 0.246
H -0.4597 -0.5171 1.4200 0.0463 -0.0215 -0.1731 0.272
H 0.0417 0.9918 0.6370 -0.0700 -0.1200 -0.0513 0.284
H 1.0502 -1.7135 -0.4581 -0.0674 0.0665 0.3007 0.342
H 2.2108 1.1570 -0.4006 0.0823 -0.1528 0.1437 0.214
H 3.0750 -0.3622 -1.0006 -0.1519 0.1013 -0.0016 0.251
```
Positions in Å, forces in eV/Å.

As for the structure (SMILES): COC[C@H]1CO1. The value obtained for the HOMO energy is -10.10 eV.


No. 4
Below is an isolated molecule of C4H8O2, with properties calculated with ωB97M-V with the def2-TZVPD basis set.

XYZ file:
```
14
Properties=species:S:1:pos:R:3:forces:R:3:mulliken_charge:R:1
C -0.8599 1.4410 0.0137 2.4480 1.2629 -0.2890 -1.224
C -0.0872 0.3649 0.6758 1.5361 1.1611 1.1250 0.325
O -0.8519 -0.7971 1.0187 0.2785 0.0987 0.6913 -0.437
C -0.0733 -1.6452 0.1512 0.0355 -0.1490 -0.1459 -0.441
C 0.9208 -0.5030 -0.1181 -0.1276 -0.1888 0.0678 -0.025
O 1.2662 -0.1499 -1.4218 -0.2816 0.0091 -0.3437 -0.538
H -1.5332 1.0964 -0.7775 0.6457 0.4951 -0.5444 0.321
H -1.4288 2.0531 0.6755 -0.6544 -0.0259 0.8812 0.391
H 0.1137 2.1410 -0.0728 -2.4123 -0.8162 -1.5459 0.270
H 0.5529 1.0423 1.4107 -1.4249 -2.1336 0.0920 0.193
H -0.6425 -1.9498 -0.7375 0.0224 0.0443 0.1121 0.218
H 0.2973 -2.5373 0.6678 -0.0084 0.1641 -0.0797 0.254
H 1.8697 -0.6429 0.4079 -0.2360 0.0947 -0.0037 0.353
H 0.4563 0.0866 -1.8937 0.1789 -0.0164 -0.0172 0.339
```
Positions in Å, forces in eV/Å.

As for the structure (SMILES): C[C@H]1OC[C@H]1O. The value obtained for the HOMO energy is -9.76 eV.


No. 5
Below is a 3-piece molecular cluster, C4H8O2 overall, with properties calculated with ωB97M-V with the def2-TZVPD basis set.

XYZ file:
```
14
Properties=species:S:1:pos:R:3:forces:R:3:mulliken_charge:R:1
C -0.6551 -1.7327 -0.5314 0.1256 -0.4711 0.0413 -0.792
C -0.8123 0.9681 -0.5178 -0.0189 0.7164 0.0923 -0.883
C 0.2355 1.5160 0.0830 -0.6487 0.5904 -0.4679 -0.076
O 0.1922 1.8133 1.4172 0.0696 0.0882 0.2026 -0.500
C 1.8378 -0.3541 0.3761 1.3988 -0.1981 0.9271 0.013
O 2.1477 -0.1997 1.4586 -0.2194 -0.1942 -0.6669 -0.240
H -1.2928 -1.3976 -1.3534 0.2746 -0.0575 0.1367 0.284
H -1.2396 -1.7389 0.3914 0.1027 -0.1115 -0.0916 0.291
H -0.2710 -2.7209 -0.7510 -0.2288 -0.4478 0.0068 0.359
H -1.6844 0.6867 0.0611 0.0802 0.0313 -0.0793 0.290
H -0.8259 0.8024 -1.5880 0.0790 0.1502 0.1728 0.382
H 1.0955 1.8531 -0.4960 -0.0307 0.0158 0.2672 0.431
H 1.0358 1.6178 1.8461 -0.1117 0.1489 -0.1512 0.336
H 0.2366 -1.1136 -0.3959 -0.8721 -0.2610 -0.3899 0.104
```
Positions in Å, forces in eV/Å.

The value obtained for the HOMO energy is -9.19 eV.


No. 6
Below is an isolated molecule of C4H8O2, with properties calculated with ωB97M-V with the def2-TZVPD basis set.

XYZ file:
```
14
Properties=species:S:1:pos:R:3:forces:R:3:mulliken_charge:R:1
C 2.5493 -0.2700 -0.0498 0.6472 -0.4998 3.4393 -0.743
O 1.1010 -0.2584 0.1583 0.6682 -0.4195 0.3022 -0.385
C 0.3608 0.8938 0.0567 -0.1897 3.0342 -3.5821 -0.141
C -1.0370 1.0305 0.0042 4.8936 2.6614 -0.7020 -0.218
C -1.9841 -0.0878 0.1247 -2.5431 4.9495 3.2908 -0.158
O -1.4105 -1.2113 -0.2183 3.1086 -2.7961 -1.8103 -0.555
H 3.0393 0.6427 0.3400 -0.7156 0.0065 -0.3087 0.344
H 2.9091 -0.4198 -1.0487 -0.5108 -0.3413 -0.6708 0.327
H 3.0118 -1.0724 0.7021 -1.3419 1.3241 -1.9419 0.240
H 0.9864 1.7559 -0.5795 -1.5553 -1.9605 2.3048 0.190
H -1.2053 2.1086 -0.4300 -0.4084 -2.3249 1.2055 0.175
H -2.3072 -0.1329 1.1988 -0.0273 0.0473 -0.3205 0.203
H -2.8719 0.4282 -0.3246 -0.0191 -1.8135 -0.8099 0.257
H -0.4202 -0.9515 -0.1926 -2.0062 -1.8673 -0.3964 0.466
```
Positions in Å, forces in eV/Å.

As for the structure (SMILES): CO/C=C\CO. The value obtained for the HOMO energy is -8.71 eV.


No. 7
Below is C4H8O2 as an isolated structure, with properties calculated with ωB97M-V with the def2-TZVPD basis set.

XYZ file:
```
14
Properties=species:S:1:pos:R:3:forces:R:3:mulliken_charge:R:1
C 1.4827 0.1767 -0.2358 0.1542 -0.0092 0.0559 -1.633
C 0.1318 -0.1565 0.3517 0.1392 0.1880 -0.3756 1.157
O 0.2818 -0.7464 1.6102 -0.2421 -0.0613 0.0598 -0.573
C -0.7667 -0.8301 -0.7002 0.0413 -0.3446 -0.0265 -0.550
O -1.3168 0.4495 -1.0556 -0.2327 -0.1115 -0.1519 -0.384
C -0.8355 1.0284 0.1632 0.0633 0.2692 0.3481 -0.557
H 1.3026 0.6190 -1.2149 0.1443 0.0262 -0.0629 0.392
H 2.1037 -0.7132 -0.3604 -0.0832 0.0156 0.0675 0.367
H 2.0203 0.9029 0.3778 -0.0575 -0.0770 0.0410 0.370
H -0.5990 -1.0006 1.9172 0.1978 0.0145 0.0777 0.351
H -1.5217 -1.5020 -0.2588 0.0571 0.1668 -0.0784 0.244
H -0.2742 -1.3357 -1.5418 -0.1383 0.1346 0.1479 0.283
H -1.6210 1.0894 0.9321 0.0751 -0.0642 -0.1089 0.244
H -0.3879 2.0189 0.0153 -0.1185 -0.1471 0.0062 0.289
```
Positions in Å, forces in eV/Å.

The value obtained for the HOMO energy is -9.95 eV.


No. 8
Below is C4H8O2 as an isolated structure, with properties calculated with ωB97M-V with the def2-TZVPD basis set.

XYZ file:
```
14
Properties=species:S:1:pos:R:3:forces:R:3:mulliken_charge:R:1
O 1.9634 0.7851 -0.5896 -0.1240 0.0448 -0.1188 -0.538
C 1.2560 -0.2364 0.0870 -0.3158 -0.3382 0.2352 -0.722
C -0.1657 0.1458 0.5185 0.0052 0.0485 0.0364 0.237
C -0.9352 0.8127 -0.6198 0.0792 0.3661 -0.1039 -0.436
O -1.5458 -0.4401 -0.9849 -0.1119 -0.0645 -0.0852 -0.406
C -1.1557 -1.0076 0.2739 0.0403 -0.2592 0.2761 -0.543
H 2.5393 1.2524 0.0098 0.1314 0.1567 0.2940 0.307
H 1.7801 -0.5860 0.9821 0.2351 -0.0612 -0.1793 0.362
H 1.1857 -1.0672 -0.6241 0.0211 0.0779 0.1193 0.281
H -0.2053 0.6227 1.5059 0.0863 -0.0393 -0.2787 0.401
H -1.6882 1.5472 -0.3030 0.1090 -0.1237 -0.0259 0.238
H -0.3029 1.2351 -1.4050 -0.2163 -0.0636 -0.0307 0.266
H -2.0016 -1.0500 0.9764 0.1712 0.0702 -0.1121 0.252
H -0.7240 -2.0138 0.1727 -0.1110 0.1856 -0.0264 0.302
```
Positions in Å, forces in eV/Å.

The value obtained for the HOMO energy is -9.65 eV.


No. 9
Below is C4H8O2 as an isolated structure, with properties calculated with ωB97M-V with the def2-TZVPD basis set.

XYZ file:
```
14
Properties=species:S:1:pos:R:3:forces:R:3:mulliken_charge:R:1
O -1.5659 0.6924 -0.7510 -0.5814 -4.7438 0.1468 -0.511
C -1.1660 -0.3850 -0.1805 -1.0149 6.4816 4.0444 0.358
O -1.3022 -1.7260 -0.3750 1.0417 3.2839 -2.5868 -0.425
C -0.0859 0.0405 0.8377 -0.0236 -1.3771 0.6524 -0.220
C 1.1745 0.1624 0.0091 0.1991 2.0722 -2.7035 -0.531
C 2.3351 1.0420 0.4847 1.2208 -1.2962 -3.0168 -1.358
H -0.6162 -1.0038 -1.0423 0.1782 -4.5207 -1.8673 0.364
H -0.4485 0.9774 1.2132 0.2023 0.5382 0.2146 0.312
H 0.0834 -0.6445 1.6807 -0.2589 -0.0466 -0.2587 0.312
H 0.8555 0.7754 -0.9514 0.3658 -1.4795 1.5531 0.287
H 1.5335 -0.8181 -0.3431 -0.0895 0.2194 0.2515 0.348
H 2.9871 0.5809 1.1740 0.5923 -0.4968 1.0910 0.379
H 2.9990 1.2774 -0.4462 -1.0829 -0.4618 1.5621 0.304
H 2.0051 1.9639 0.8170 -0.7492 1.8272 0.9172 0.381
```
Positions in Å, forces in eV/Å.

The value obtained for the HOMO energy is -10.43 eV.


No. 10
Below is an isolated molecule of C4H8O2, with properties calculated with ωB97M-V with the def2-TZVPD basis set.

XYZ file:
```
14
Properties=species:S:1:pos:R:3:forces:R:3:mulliken_charge:R:1
C -1.0163 1.5090 -0.1644 0.0120 0.0318 -0.0207 -1.197
C -0.3215 0.3550 -0.8381 0.0813 -0.0049 -0.3201 0.839
O -0.0080 0.3765 -2.0132 -0.1493 0.0604 0.4665 -0.604
C -0.0033 -0.8944 -0.0190 -0.0866 0.1475 0.1349 0.206
C 1.0052 -0.5778 1.0879 0.0549 0.0296 0.0657 -1.249
O 0.4961 -1.8898 -0.8659 0.0510 -0.0173 -0.1185 -0.579
H -1.1045 2.3424 -0.8635 -0.0001 -0.1265 0.1060 0.331
H -2.0141 1.1943 0.1626 0.1386 0.0319 -0.0402 0.312
H -0.4674 1.8269 0.7279 -0.0739 -0.0463 -0.1354 0.328
H -0.9437 -1.2404 0.4403 0.1024 0.0506 -0.0655 0.223
H 1.2867 -1.5100 1.5840 -0.0478 0.1238 -0.0681 0.354
H 0.5930 0.1042 1.8391 0.0443 -0.1148 -0.1113 0.364
H 1.9093 -0.1322 0.6588 -0.1200 -0.0662 0.0559 0.279
H 0.5887 -1.4637 -1.7365 -0.0067 -0.0996 0.0509 0.394
```
Positions in Å, forces in eV/Å.

As for the structure (SMILES): CC(=O)[C@H](C)O. The value obtained for the HOMO energy is -10.24 eV.


No. 11
Below is a 2-piece molecular cluster, C4H8O2 overall, with properties calculated with ωB97M-V with the def2-TZVPD basis set.

XYZ file:
```
14
Properties=species:S:1:pos:R:3:forces:R:3:mulliken_charge:R:1
C -1.1610 0.4255 -1.0295 0.0123 0.0056 -0.0572 -0.950
C 0.1835 0.9708 -0.6412 -0.3558 0.3252 -0.1082 -0.097
O 0.0983 2.0013 0.1674 -0.1570 0.0248 -0.1554 -0.262
C 0.2129 -0.9764 1.4174 0.1078 -0.1635 0.0306 -0.719
C 1.2521 -0.8144 0.5999 -0.0316 -0.0385 0.3802 -0.063
O 1.4089 -1.5672 -0.5269 0.0737 0.0860 -0.0427 -0.483
H -2.0074 0.6925 -0.3704 0.1931 0.0163 -0.0383 0.392
H -1.1231 -0.6602 -1.1652 0.0425 0.2260 0.0166 0.224
H -1.3403 0.8664 -2.0190 -0.0565 -0.0570 0.0302 0.375
H -0.8213 2.1955 0.4526 0.1158 -0.0639 -0.0293 0.280
H 0.1450 -0.4060 2.3384 0.0670 -0.1081 -0.1501 0.288
H -0.5776 -1.6830 1.1806 0.1339 0.0763 0.0447 0.285
H 2.0427 -0.0957 0.8181 -0.1237 -0.2210 -0.0313 0.345
H 1.6872 -0.9490 -1.2223 -0.0215 -0.1083 0.1102 0.384
```
Positions in Å, forces in eV/Å.

The value obtained for the HOMO energy is -8.45 eV.


No. 12
Below is a 2-piece molecular cluster, C4H8O2 overall, with properties calculated with ωB97M-V with the def2-TZVPD basis set.

XYZ file:
```
14
Properties=species:S:1:pos:R:3:forces:R:3:mulliken_charge:R:1
C 1.5368 0.8149 -0.0701 -0.0288 0.0614 0.0231 -1.143
C 0.7522 -0.3367 -0.6349 -0.1786 0.0205 -0.1205 -0.001
C -0.4442 -0.2602 -1.2203 0.2663 -0.3157 0.0616 -0.378
O -1.2008 0.8552 -1.4115 0.1210 0.2456 0.0743 -0.499
H 0.9264 1.7139 0.0879 0.0905 -0.1230 -0.0284 0.345
H 1.9643 0.5509 0.9030 -0.0636 0.0255 -0.1365 0.298
H 2.3697 1.0976 -0.7255 -0.1175 -0.0473 0.0925 0.294
H 1.1917 -1.3267 -0.5554 -0.0840 0.1261 -0.0527 0.347
H -0.9596 -1.1392 -1.5968 0.1185 0.0995 0.0563 0.442
H -0.6953 1.6313 -1.1348 -0.1034 -0.0747 -0.0497 0.293
C -1.3485 -0.8796 1.5864 0.0796 -0.2276 0.1303 -0.029
O -0.9072 -1.8782 2.0944 -0.2056 0.4211 -0.1644 -0.423
H -0.9252 0.1261 1.7843 0.0076 -0.1391 0.0286 0.197
H -2.2187 -0.8933 0.9005 0.0980 -0.0723 0.0853 0.255
```
Positions in Å, forces in eV/Å.

As for the structure (SMILES): C/C=C\O.C=O. The value obtained for the HOMO energy is -9.03 eV.


| no. | largest force on an atom (eV/A) |
| --- | --- |
| 1 | 0.52 |
| 2 | 0.39 |
| 3 | 0.34 |
| 4 | 2.98 |
| 5 | 1.69 |
| 6 | 6.46 |
| 7 | 0.44 |
| 8 | 0.52 |
| 9 | 7.71 |
| 10 | 0.49 |
| 11 | 0.49 |
| 12 | 0.50 |